[1]
Molecular formula: C43H39As2F9MgN3O2S2
Method: DFT, wB97M-V/def2-TZVPD

Structure (ORCA input):
```
! RIJCOSX wB97M-V def2-TZVPD def2/J DEFGRID3
* xyz -1 1
Mg -0.837 0.650 -0.556
C -3.180 -5.422 2.592
C -3.782 -5.095 1.230
N -4.272 -3.731 1.129
C -5.644 -3.471 1.556
C -5.747 -2.845 2.943
C -3.445 -2.722 0.750
S -1.838 -3.046 0.393
N -4.102 -1.525 0.712
C -3.572 -0.379 0.386
O -2.379 -0.102 0.062
C -4.514 0.793 0.458
C -5.888 0.598 0.561
C -6.747 1.682 0.621
C -6.241 2.975 0.590
C -4.871 3.177 0.503
C -4.013 2.090 0.435
H -2.772 -6.434 2.587
H -3.927 -5.360 3.385
H -2.371 -4.725 2.812
H -4.622 -5.760 1.017
H -3.027 -5.238 0.458
H -6.162 -4.431 1.544
H -6.124 -2.821 0.825
H -5.263 -3.471 3.692
H -6.795 -2.716 3.222
H -5.264 -1.871 2.943
H -6.262 -0.417 0.591
H -7.816 1.522 0.694
H -6.913 3.823 0.637
H -4.468 4.181 0.492
H -2.942 2.251 0.392
C 1.441 -0.677 0.373
C 2.554 -0.585 -0.672
As 2.515 -1.446 -2.475
C 1.332 -3.008 -2.406
C 1.749 -4.302 -2.111
C 0.892 -5.377 -2.296
C -0.395 -5.175 -2.773
C -0.826 -3.886 -3.053
C 0.036 -2.814 -2.876
C 4.215 -2.434 -2.396
C 4.701 -3.105 -1.277
C 5.894 -3.810 -1.331
C 6.623 -3.859 -2.511
C 6.150 -3.202 -3.636
C 4.955 -2.496 -3.575
As 1.841 -2.118 1.677
C 0.486 -1.857 3.056
C 0.575 -2.677 4.178
C -0.373 -2.600 5.187
C -1.428 -1.704 5.080
C -1.522 -0.882 3.967
C -0.569 -0.960 2.960
C 3.262 -1.098 2.585
C 2.996 0.079 3.282
C 4.011 0.758 3.935
C 5.311 0.269 3.903
C 5.590 -0.897 3.209
C 4.569 -1.577 2.557
H 0.434 -0.856 -0.029
H 1.386 0.266 0.921
H 3.497 -0.903 -0.227
H 2.687 0.466 -0.939
H 2.753 -4.489 -1.751
H 1.235 -6.379 -2.065
H -1.065 -6.015 -2.908
H -1.833 -3.710 -3.410
H -0.304 -1.819 -3.113
H 4.128 -3.105 -0.359
H 6.253 -4.329 -0.450
H 7.552 -4.413 -2.554
H 6.712 -3.236 -4.561
H 4.593 -1.974 -4.454
H 1.392 -3.387 4.262
H -0.291 -3.242 6.056
H -2.178 -1.650 5.860
H -2.336 -0.175 3.875
H -0.665 -0.302 2.108
H 1.986 0.476 3.311
H 3.788 1.673 4.469
H 6.103 0.796 4.420
H 6.603 -1.280 3.173
H 4.794 -2.491 2.021
F 0.552 0.428 -4.971
C 0.578 1.633 -4.406
F 0.335 2.524 -5.382
F 1.823 1.842 -3.976
C -0.424 1.750 -3.212
O -0.135 0.829 -2.286
C -0.298 3.178 -2.588
F 0.855 3.292 -1.934
F -0.376 4.184 -3.462
F -1.285 3.349 -1.689
C -1.899 1.568 -3.700
F -2.052 0.510 -4.502
F -2.369 2.635 -4.357
F -2.697 1.366 -2.640
S 0.279 4.146 2.424
C -0.061 2.904 1.452
N -0.295 1.984 0.761
*
```

HOMO level = -5.21 eV
maximum force = 0.015 hartree/bohr
energy = -227046.89468 eV
frontier orbital gap = 7.678 eV

=====

[2]
Molecular formula: C32H39ClEuFN9O4
Method: DFT, wB97M-V/def2-TZVPD

Structure (ORCA input):
```
! RIJCOSX wB97M-V def2-TZVPD def2/J DEFGRID3
* xyz 0 8
Eu -0.402 -0.441 -0.249
C 1.922 2.198 -0.727
C 0.725 2.972 -0.185
N 0.010 2.215 0.849
C -1.234 2.838 1.327
C -2.480 2.120 0.820
N -2.413 0.686 1.107
C -2.782 0.324 2.485
C -2.389 -1.115 2.808
C -0.960 -1.291 3.308
N 0.034 -0.631 2.456
C 1.409 -0.885 2.885
C 2.368 0.146 2.310
N 2.255 0.318 0.861
C 2.815 1.581 0.347
H 2.502 2.874 -1.354
H 1.590 1.395 -1.405
H 0.026 3.185 -0.998
H 1.074 3.935 0.218
H 0.640 2.129 1.638
H -1.285 3.894 1.041
H -1.221 2.823 2.421
H -2.547 2.239 -0.264
H -3.367 2.587 1.272
H -3.023 0.167 0.474
H -3.860 0.472 2.641
H -2.288 1.023 3.167
H -2.544 -1.710 1.905
H -3.055 -1.516 3.572
H -0.710 -2.354 3.353
H -0.876 -0.912 4.340
H -0.129 0.374 2.507
H 1.693 -1.897 2.583
H 1.500 -0.853 3.981
H 3.389 -0.105 2.632
H 2.145 1.116 2.769
H 2.706 -0.468 0.395
H 3.828 1.428 -0.041
H 2.926 2.277 1.185
O -0.157 1.963 -6.036
C -0.191 0.653 -6.260
O -0.184 0.200 -7.374
C -0.176 -0.250 -5.078
C -0.058 -1.628 -5.154
Cl -0.055 -2.663 -6.503
N -0.005 -2.130 -3.898
N -0.159 -1.141 -2.991
C -0.260 -0.018 -3.684
C -0.564 1.239 -2.915
O -0.310 2.327 -3.426
O -1.071 1.046 -1.774
C 0.134 -3.485 -3.457
C -0.640 -3.912 -2.393
C -0.455 -5.204 -1.923
C 0.466 -6.048 -2.527
C 1.238 -5.594 -3.589
C 1.088 -4.296 -4.049
H -0.117 2.177 -5.065
H -1.331 -3.240 -1.903
H -1.020 -5.531 -1.063
H 0.596 -7.054 -2.153
H 1.972 -6.240 -4.048
H 1.715 -3.921 -4.846
C 3.001 -3.898 -1.026
C 2.262 -2.731 -1.132
N 1.262 -2.450 -0.282
C 0.945 -3.334 0.654
C 1.622 -4.550 0.845
C 2.686 -4.799 -0.032
C 1.358 -5.443 1.950
C 0.260 -5.641 2.712
C -1.094 -5.176 2.527
C -2.039 -5.295 3.556
C -3.320 -4.878 3.299
N -3.701 -4.374 2.120
C -2.735 -4.312 1.213
N -1.469 -4.681 1.339
H 3.803 -4.091 -1.722
H 2.457 -1.998 -1.907
H 0.119 -3.067 1.303
H 3.249 -5.718 0.071
H 2.219 -6.036 2.241
H 0.398 -6.291 3.567
H -1.766 -5.706 4.517
H -4.084 -4.952 4.061
H -2.994 -3.893 0.253
F -1.945 -1.875 -0.225
*
```

relative energy (zero: lowest compared OMol25 entry of this formula, charge and spin) = 0.0 kJ/mol
HOMO level (alpha / beta) = -5.26 / -8.88 eV
<S²> = 15.76
maximum force = 0.036 hartree/bohr
energy = -89990.94407 eV
frontier orbital gap (alpha / beta) = 4.411 / 8.041 eV

=====

[3]
Molecular formula: H4P2S2
Method: DFT, wB97M-V/def2-TZVPD

Structure (ORCA input):
```
! RIJCOSX wB97M-V def2-TZVPD def2/J DEFGRID3
* xyz 0 1
P 1.676 -0.804 0.178
S 1.111 1.189 -0.239
P -0.808 0.980 0.801
S -2.316 -0.213 -0.169
H 0.932 -1.391 -0.864
H 2.815 -0.717 -0.625
H -1.257 2.168 0.222
H -2.153 -1.213 0.696
*
```

relative energy (zero: lowest compared OMol25 entry of this formula, charge and spin) = 0.0 kJ/mol
HOMO level = -8.69 eV
maximum force = 0.022 hartree/bohr
SMILES = [PH2]#S#[PH]S
energy = -40312.90504 eV
frontier orbital gap = 8.857 eV

=====

[4]
Molecular formula: C9H12KN2O3
Method: DFT, wB97M-V/def2-TZVPD

Structure (ORCA input):
```
! RIJCOSX wB97M-V def2-TZVPD def2/J DEFGRID3
* xyz 1 1
C -0.729 1.058 -2.595
C 0.222 -0.115 -2.562
O -0.095 -0.896 -3.701
C 0.162 -0.973 -1.286
O -0.804 -0.554 -0.325
C -0.317 0.147 0.751
C 0.618 1.214 0.370
N 1.327 2.083 0.061
C -1.527 0.782 1.443
C -2.511 -0.250 1.623
N -3.208 -1.152 1.847
C 0.412 -0.790 1.780
C 1.466 -0.033 2.507
O 2.624 -0.366 2.451
H -1.005 1.429 -1.625
H -0.275 1.874 -3.125
H -1.615 0.759 -3.129
H 1.239 0.225 -2.699
H 0.289 -1.767 -3.619
H 1.140 -1.068 -0.836
H -0.128 -1.968 -1.578
H -1.958 1.540 0.811
H -1.267 1.187 2.405
H -0.299 -1.134 2.520
H 0.873 -1.629 1.293
H 1.206 0.860 3.080
K 4.160 -0.464 4.137
*
```

HOMO level = -12.66 eV
maximum force = 0.058 hartree/bohr
energy = -34967.74403 eV
frontier orbital gap = 8.633 eV

=====

[5]
Molecular formula: C2H2O2Pr
Method: DFT, wB97M-V/def2-TZVPD

Structure (ORCA input):
```
! RIJCOSX wB97M-V def2-TZVPD def2/J DEFGRID3
* xyz 1 3
H -2.021 -1.631 0.673
C -1.419 -0.892 0.130
C -1.796 0.287 -0.353
H -2.864 0.514 -0.358
O -0.027 -1.217 0.556
O 0.999 -0.404 -0.032
Pr 0.247 1.614 -0.077
*
```

relative energy (zero: lowest compared OMol25 entry of this formula, charge and spin) = 0.0 kJ/mol
HOMO level (alpha / beta) = -13.07 / -13.10 eV
<S²> = 2.01
maximum force = 0.058 hartree/bohr
energy = -20257.69383 eV
frontier orbital gap (alpha / beta) = 7.023 / 7.426 eV

=====

[6]
Molecular formula: C22H21B3F32O9
Method: DFT, wB97M-V/def2-TZVPD

Structure (ORCA input):
```
! RIJCOSX wB97M-V def2-TZVPD def2/J DEFGRID3
* xyz 0 1
O 0.467 -1.947 3.558
C -0.343 -2.556 2.913
C -0.982 -2.026 1.652
B -2.430 -1.539 2.005
O -2.590 -0.541 2.974
B -3.809 0.127 2.997
O -4.962 -0.550 2.647
B -4.619 -1.884 2.373
O -5.216 -2.933 3.018
O -3.588 -2.058 1.449
H -0.680 -3.565 3.226
H -0.380 -1.163 1.361
H -0.966 -2.790 0.871
H -3.843 1.274 3.297
H -4.827 -3.132 3.876
C 2.095 1.841 -3.069
C 2.977 0.582 -3.067
C 2.292 -0.766 -3.307
F 1.407 -1.050 -2.335
F 3.238 -1.738 -3.301
F 3.708 0.529 -1.935
F 3.844 0.729 -4.112
O 1.707 2.364 -1.813
C 0.575 1.944 -1.165
C 0.911 1.322 0.195
F 1.715 0.251 0.033
F -0.237 0.897 0.779
F -0.167 1.113 -1.920
F -0.180 3.040 -0.925
H 2.730 2.617 -3.492
H 1.246 1.731 -3.744
H 1.786 -0.781 -4.276
H 1.405 2.040 0.841
C 4.400 6.378 2.497
C 3.767 7.623 3.136
C 3.097 7.462 4.504
F 2.049 6.619 4.434
F 2.641 8.669 4.906
F 2.909 8.201 2.270
F 4.795 8.497 3.344
O 3.650 5.701 1.504
C 2.767 4.705 1.809
C 1.342 5.058 1.364
F 0.922 6.173 1.986
F 0.506 4.043 1.703
F 2.807 4.357 3.105
F 3.132 3.610 1.093
H 5.263 6.760 1.955
H 4.785 5.692 3.252
H 3.813 7.092 5.244
H 1.305 5.210 0.284
C -6.407 -0.050 -1.112
C -6.147 1.395 -0.662
C -6.727 1.834 0.684
F -8.074 1.786 0.679
F -6.359 3.115 0.921
F -6.521 2.255 -1.633
F -4.792 1.502 -0.516
O -7.448 -0.268 -2.046
C -8.741 -0.496 -1.659
C -9.691 0.578 -2.205
F -9.341 1.794 -1.748
F -10.945 0.305 -1.781
F -8.863 -0.631 -0.328
F -9.128 -1.667 -2.217
H -5.506 -0.331 -1.655
H -6.479 -0.726 -0.259
H -6.343 1.203 1.489
H -9.666 0.579 -3.297
C 6.387 -6.733 -1.440
C 5.370 -7.237 -0.404
C 4.330 -8.264 -0.862
F 3.525 -7.752 -1.812
F 3.564 -8.605 0.198
F 4.754 -6.193 0.187
F 6.102 -7.880 0.554
O 6.138 -5.480 -2.046
C 5.392 -5.355 -3.188
C 4.153 -4.483 -2.958
F 3.361 -5.030 -2.015
F 3.453 -4.421 -4.114
F 5.071 -6.549 -3.719
F 6.156 -4.708 -4.099
H 7.298 -6.570 -0.866
H 6.618 -7.503 -2.177
H 4.819 -9.164 -1.246
H 4.453 -3.487 -2.642
*
```

HOMO level = -9.89 eV
maximum force = 0.017 hartree/bohr
energy = -130578.95206 eV
frontier orbital gap = 10.021 eV

=====

[7]
Molecular formula: HNO2P2
Method: DFT, wB97M-V/def2-TZVPD

Structure (ORCA input):
```
! RIJCOSX wB97M-V def2-TZVPD def2/J DEFGRID3
* xyz 0 1
N -0.379 -1.204 0.093
O -0.744 0.774 1.773
O 0.939 0.522 -2.208
P -0.349 0.299 0.426
P 1.059 1.246 -1.013
H -0.526 -1.637 0.928
*
```

relative energy (zero: lowest compared OMol25 entry of this formula, charge and spin) = 223.2 kJ/mol
HOMO level = -10.34 eV
maximum force = 0.096 hartree/bohr
energy = -24177.54806 eV
frontier orbital gap = 7.916 eV

=====

[8]
Molecular formula: C9H12N2
Method: DFT, wB97M-V/def2-TZVPD

Structure (ORCA input):
```
! RIJCOSX wB97M-V def2-TZVPD def2/J DEFGRID3
* xyz 0 1
N 1.883 2.037 -0.092
C 1.568 0.690 0.019
C 2.574 -0.280 0.065
C 2.225 -1.606 0.018
C 0.891 -2.020 0.014
C -0.110 -1.082 -0.020
C 0.212 0.310 0.111
C -0.760 1.466 0.038
C -2.190 0.919 0.301
N -2.368 -0.363 -0.418
C -1.597 -1.478 0.002
H 2.836 2.351 -0.426
H 1.185 2.555 -0.606
H 3.617 0.036 0.053
H 3.056 -2.392 0.015
H 0.632 -3.082 -0.042
H -0.551 2.242 0.784
H -0.864 1.872 -0.972
H -2.918 1.588 -0.174
H -2.397 0.906 1.389
H -3.415 -0.486 -0.403
H -1.706 -1.879 1.060
H -1.804 -2.305 -0.716
*
```

relative energy (zero: lowest compared OMol25 entry of this formula, charge and spin) = 116.8 kJ/mol
HOMO level = -7.81 eV
maximum force = 0.061 hartree/bohr
SMILES = Nc1cccc2c1CCNC2
energy = -12507.52443 eV
frontier orbital gap = 8.800 eV

=====

[9]
Molecular formula: C4H7NO2
Method: DFT, wB97M-V/def2-TZVPD

Structure (ORCA input):
```
! RIJCOSX wB97M-V def2-TZVPD def2/J DEFGRID3
* xyz 0 1
C 0.687 -1.770 -0.262
C -0.224 -0.627 -0.133
C -1.484 -0.097 -0.171
O -2.722 -0.374 0.186
O -1.120 1.191 -0.514
N 0.301 0.720 -0.531
C 1.104 1.498 0.402
H 1.599 -1.558 -0.958
H 1.241 -1.855 0.720
H 0.168 -2.676 -0.625
H -3.265 0.329 -0.002
H 0.452 2.359 0.575
H 1.211 0.976 1.322
H 2.052 1.884 -0.008
*
```

relative energy (zero: lowest compared OMol25 entry of this formula, charge and spin) = 475.9 kJ/mol
HOMO level = -7.80 eV
maximum force = 0.069 hartree/bohr
SMILES = Cc1c(O)on1C
energy = -9842.34752 eV
frontier orbital gap = 8.572 eV

=====

[10]
Molecular formula: C22H52GaN2O4
Method: DFT, wB97M-V/def2-TZVPD

Structure (ORCA input):
```
! RIJCOSX wB97M-V def2-TZVPD def2/J DEFGRID3
* xyz -1 1
C 3.766 -0.405 -1.730
C 5.125 0.371 -2.310
O 5.221 0.009 -3.734
C 6.494 0.460 -4.335
C 6.129 1.599 -5.505
O 5.054 2.520 -5.095
Ga 5.875 4.027 -4.282
C 4.836 4.842 -2.692
C 3.203 4.774 -2.815
C 2.590 3.296 -3.168
C 0.970 3.359 -2.814
O 0.460 3.475 -1.586
O -0.001 3.274 -3.953
C -0.917 2.153 -3.694
C -1.598 1.515 -5.066
H 3.300 0.156 -0.805
H 4.108 -1.505 -1.503
H 3.000 -0.419 -2.631
H 6.016 -0.042 -1.645
H 5.064 1.522 -2.095
H 7.098 -0.438 -4.839
H 7.163 1.048 -3.547
H 7.127 2.180 -5.789
H 5.721 0.976 -6.418
H 6.315 5.143 -5.385
H 7.287 3.490 -3.669
H 5.126 5.997 -2.657
H 5.265 4.395 -1.674
H 2.737 5.578 -3.555
H 2.776 5.067 -1.740
H 2.642 3.191 -4.355
H 3.140 2.394 -2.665
H -1.787 2.558 -3.008
H -0.280 1.314 -3.146
H -1.138 1.973 -6.063
H -2.763 1.747 -4.973
H -1.370 0.361 -5.109
C -0.129 -2.615 1.095
C 0.222 -1.137 0.954
N -0.951 -0.262 0.886
C -0.638 1.096 0.432
C 0.274 1.941 1.313
C -1.892 -0.347 2.005
C -1.350 -0.098 3.407
H -0.823 -2.935 0.309
H 0.778 -3.224 1.007
H -0.578 -2.837 2.068
H 0.793 -1.037 0.023
H 0.897 -0.850 1.768
H -1.572 1.646 0.259
H -0.174 1.022 -0.560
H -0.236 2.281 2.216
H 0.583 2.840 0.767
H 1.185 1.410 1.601
H -2.348 -1.344 1.991
H -2.735 0.333 1.826
H -0.431 -0.655 3.608
H -2.091 -0.420 4.148
H -1.162 0.961 3.588
C -6.791 -3.914 6.111
C -6.051 -4.343 4.848
N -5.700 -3.225 3.968
C -5.287 -3.647 2.626
C -4.021 -4.487 2.510
C -4.894 -2.157 4.564
C -3.559 -2.543 5.191
H -7.668 -3.303 5.869
H -7.141 -4.797 6.656
H -6.147 -3.345 6.788
H -6.721 -5.022 4.306
H -5.171 -4.930 5.130
H -5.188 -2.765 1.982
H -6.113 -4.220 2.185
H -3.123 -3.890 2.678
H -3.944 -4.896 1.496
H -4.017 -5.334 3.201
H -5.498 -1.663 5.334
H -4.718 -1.372 3.817
H -3.641 -3.407 5.855
H -3.183 -1.708 5.792
H -2.801 -2.755 4.435
*
```

HOMO level = -4.83 eV
maximum force = 0.156 hartree/bohr
energy = -87197.96106 eV
frontier orbital gap = 6.948 eV

=====

[11]
Molecular formula: C6H9NO
Method: DFT, wB97M-V/def2-TZVPD

Structure (ORCA input):
```
! RIJCOSX wB97M-V def2-TZVPD def2/J DEFGRID3
* xyz 0 1
C 0.569 -0.536 -1.289
C 0.441 0.986 -1.302
N -0.887 1.415 -1.258
C -0.483 0.781 0.019
C -0.357 -0.626 -0.135
C -0.899 -1.557 0.779
C -1.607 -1.161 1.840
H 0.244 -0.945 -2.254
H 1.310 1.608 -1.264
H -0.908 2.426 -1.318
H -0.231 1.394 0.873
H -0.529 -2.569 0.893
H -1.971 -1.921 2.506
H -1.878 -0.132 1.934
H 3.143 0.999 0.791
H 1.619 -0.777 -1.091
O 2.423 0.615 0.277
*
```

relative energy (zero: lowest compared OMol25 entry of this formula, charge and spin) = 740.1 kJ/mol
HOMO level = -7.08 eV
maximum force = 0.056 hartree/bohr
energy = -9897.93316 eV
frontier orbital gap = 5.050 eV